one) C6H11NO as an isolated structure. Source: OMol25; level of theory: ωB97M-V/def2-TZVPD.

Properties
Kohn-Sham gap = 7.7 eV
lowest unoccupied orbital energy = -0.17 eV
charge = 0
HOMO level = -0.2908 Eh

Each line ends with the natural charge from an NBO analysis.
Atoms and positions in Å:
C (-1.084, 0.960, -1.453)  -0.628
C (1.233, 0.954, 1.373)  -0.662
C (1.510, -0.724, -0.558)  -0.668
C (-0.746, 0.332, -0.140)  0.050
C (0.611, 0.018, 0.383)  0.141
C (-1.385, -0.827, 0.489)  0.444
O (-1.663, 0.503, 0.968)  -0.495
N (-2.125, -1.801, 0.080)  -0.783
H (-2.090, -2.619, 0.684)  0.358
H (-0.166, -1.041, 1.143)  0.158
H (-0.458, 0.546, -2.245)  0.219
H (-0.932, 2.040, -1.416)  0.216
H (-2.122, 0.740, -1.696)  0.245
H (2.387, -1.113, -0.041)  0.225
H (2.023, 0.466, 1.945)  0.222
H (0.486, 1.372, 2.043)  0.248
H (1.691, 1.785, 0.821)  0.233
H (1.863, -0.049, -1.345)  0.233
H (0.967, -1.542, -1.035)  0.245



two) C6H11NO as an isolated structure. Source: OMol25; level of theory: ωB97M-V/def2-TZVPD.

Properties
Kohn-Sham gap = 7.8 eV
lowest unoccupied orbital energy = -0.27 eV
charge = 0
HOMO level = -0.2967 Eh

Each line ends with the natural charge from an NBO analysis.
Atoms and positions in Å:
C (-1.710, -1.230, -0.832)  -0.643
C (-1.235, 0.065, -0.193)  0.342
C (-0.226, -0.433, 1.184)  0.052
N (-0.032, -1.656, 1.434)  -0.653
O (-1.975, 0.965, 0.239)  -0.640
H (0.122, -1.831, 2.428)  0.344
H (-0.286, 0.373, 1.926)  0.164
H (-2.347, -1.754, -0.121)  0.247
H (-2.276, -0.973, -1.729)  0.225
H (-0.874, -1.875, -1.092)  0.229
C (0.987, 1.941, 0.144)  -0.710
C (0.907, 0.535, -0.325)  0.113
C (1.829, -0.279, -0.827)  -0.468
H (-0.358, 0.482, -1.018)  0.187
H (-0.006, 2.298, 0.437)  0.268
H (1.357, 2.587, -0.655)  0.244
H (1.654, 2.019, 1.004)  0.238
H (1.614, -1.300, -1.110)  0.231
H (2.855, 0.065, -0.892)  0.229



three) One molecule with the formula C6H11NO. Source: OMol25; level of theory: ωB97M-V/def2-TZVPD.

Properties
Kohn-Sham gap (alpha / beta) = 7.4 / 8.4 eV
lowest unoccupied orbital energy (alpha / beta) = 0.22 / 0.60 eV
charge = 0
HOMO level (alpha / beta) = -0.2636 / -0.2873 Eh

Each line ends with the natural charge from an NBO analysis.
Atoms and positions in Å:
C (1.605, 1.378, -1.652)  -0.048
C (0.393, 0.514, -2.170)  -0.150
C (-0.074, 0.013, 0.127)  0.576
C (-1.020, 1.082, 0.445)  -0.724
C (-0.713, -1.839, 1.723)  -0.611
C (0.398, -0.994, 1.207)  -0.469
N (1.949, 1.464, -0.462)  -0.449
O (0.018, -0.402, -1.135)  -0.493
H (1.899, 1.884, -2.533)  0.160
H (-0.273, 1.364, -2.599)  0.193
H (0.729, -0.149, -2.972)  0.209
H (-2.039, 0.650, 0.189)  0.228
H (-0.781, 1.882, -0.169)  0.245
H (-1.094, 1.231, 1.570)  0.238
H (-1.467, -1.222, 2.115)  0.203
H (-0.412, -2.529, 2.578)  0.221
H (-1.132, -2.521, 0.933)  0.212
H (1.167, -1.506, 0.744)  0.228
H (0.847, -0.298, 2.061)  0.230



four) One molecule with the formula C6H11NO. Source: OMol25; level of theory: ωB97M-V/def2-TZVPD.

Properties
Kohn-Sham gap = 10.5 eV
lowest unoccupied orbital energy = 0.93 eV
charge = 0
structure (SMILES) = C=CC(C)(C)NC=O
HOMO level = -0.3534 Eh

Each line ends with the natural charge from an NBO analysis.
Atoms and positions in Å:
C (0.153, -0.226, -0.107)  0.093
C (1.135, -1.365, 0.151)  -0.620
C (0.636, 0.672, -1.243)  -0.624
N (-0.103, 0.493, 1.093)  -0.676
C (0.987, 1.316, 1.707)  0.550
C (-1.324, -0.846, -0.478)  -0.152
C (-2.445, -0.155, -0.566)  -0.420
O (2.104, 1.506, 1.304)  -0.578
H (-1.045, 0.734, 1.362)  0.406
H (0.650, 1.701, 2.697)  0.112
H (-1.303, -1.896, -0.740)  0.198
H (0.780, -1.997, 0.963)  0.215
H (-0.061, 1.494, -1.397)  0.210
H (1.249, -1.971, -0.745)  0.210
H (2.102, -0.952, 0.430)  0.231
H (0.716, 0.095, -2.161)  0.211
H (1.610, 1.086, -0.989)  0.237
H (-3.354, -0.587, -0.956)  0.210
H (-2.488, 0.898, -0.325)  0.188



Which structure is the least stable? The one labeled two).



one) A 2-piece molecular cluster, C6H11NO overall. Source: OMol25; level of theory: ωB97M-V/def2-TZVPD.

Properties
Kohn-Sham gap = 8.8 eV
lowest unoccupied orbital energy = 0.81 eV
charge = 0
structure (SMILES) = Cc1cc[nH]c1C.O
HOMO level = -0.2926 Eh

Each line ends with the natural charge from an NBO analysis.
Atoms and positions in Å:
C (0.818, -1.189, 0.689)  -0.322
C (-0.307, -1.572, 1.352)  -0.069
N (-1.392, -1.009, 0.682)  -0.510
C (-0.986, -0.142, -0.295)  0.113
C (0.437, -0.252, -0.357)  -0.120
C (1.404, 0.245, -1.429)  -0.636
C (-1.871, 0.681, -1.112)  -0.659
H (1.893, -1.363, 0.923)  0.230
H (-0.435, -2.232, 2.260)  0.223
H (-2.405, -1.244, 0.860)  0.417
H (2.093, -0.698, -1.642)  0.222
H (0.962, 0.716, -2.371)  0.221
H (2.034, 1.010, -1.102)  0.210
H (-2.222, 0.084, -1.978)  0.222
H (-1.388, 1.576, -1.557)  0.236
H (-2.817, 1.200, -0.669)  0.226
H (1.554, 0.837, 1.362)  0.481
H (0.959, 2.029, 2.194)  0.468
O (1.668, 1.322, 2.189)  -0.953



two) One molecule with the formula C6H11NO. Source: OMol25; level of theory: ωB97M-V/def2-TZVPD.

Properties
Kohn-Sham gap = 8.7 eV
lowest unoccupied orbital energy = 0.99 eV
charge = 0
structure (SMILES) = CC1=C(C)[C@H](C)NO1
HOMO level = -0.2818 Eh

Each line ends with the natural charge from an NBO analysis.
Atoms and positions in Å:
C (-0.042, 0.065, 0.280)  -0.152
C (-0.374, -1.206, 0.704)  0.318
C (1.416, 0.027, -0.038)  -0.079
C (-0.919, 1.251, 0.293)  -0.640
C (-1.662, -1.675, 1.458)  -0.672
C (1.717, 0.649, -1.437)  -0.620
N (1.716, -1.405, 0.004)  -0.303
O (0.668, -2.046, 0.635)  -0.363
H (1.991, 0.613, 0.790)  0.170
H (-1.428, 1.402, -0.673)  0.218
H (-0.380, 2.128, 0.650)  0.220
H (-1.791, 0.839, 0.928)  0.220
H (-2.413, -1.365, 0.752)  0.226
H (-1.900, -1.181, 2.423)  0.229
H (-1.672, -2.773, 1.675)  0.239
H (0.990, 0.190, -2.069)  0.215
H (2.858, 0.443, -1.534)  0.222
H (1.601, 1.730, -1.314)  0.216
H (1.550, -1.905, -0.953)  0.336



three) One molecule with the formula C6H11NO. Source: OMol25; level of theory: ωB97M-V/def2-TZVPD.

Properties
Kohn-Sham gap = 9.8 eV
lowest unoccupied orbital energy = 0.91 eV
charge = 0
structure (SMILES) = C=C(CC)/C(C)=N/O
HOMO level = -0.3283 Eh

Each line ends with the natural charge from an NBO analysis.
Atoms and positions in Å:
C (0.318, -1.593, 0.512)  -0.433
C (-0.808, 2.135, -0.271)  -0.679
C (1.003, -2.005, -0.784)  -0.599
C (0.019, 0.945, 0.188)  0.191
C (-0.618, -0.419, 0.324)  -0.016
C (-1.949, -0.600, 0.335)  -0.377
O (1.738, 2.384, 0.310)  -0.572
N (1.288, 1.069, 0.473)  -0.142
H (2.679, 2.313, 0.554)  0.480
H (-0.235, -2.459, 0.899)  0.204
H (1.070, -1.364, 1.277)  0.227
H (-0.867, 2.866, 0.541)  0.237
H (-1.819, 1.875, -0.580)  0.219
H (-0.322, 2.600, -1.135)  0.240
H (-2.370, -1.596, 0.448)  0.201
H (-2.673, 0.201, 0.251)  0.197
H (1.639, -2.879, -0.611)  0.208
H (1.636, -1.204, -1.179)  0.213
H (0.269, -2.269, -1.552)  0.202



Which structure is the least stable? The one labeled two).



one) A 2-piece molecular cluster, C6H11NO overall. Source: OMol25; level of theory: ωB97M-V/def2-TZVPD.

Properties
Kohn-Sham gap = 9.2 eV
lowest unoccupied orbital energy = -0.32 eV
charge = 0
structure (SMILES) = CC(C)(O)C#N.C=C
HOMO level = -0.3505 Eh

Each line ends with the natural charge from an NBO analysis.
Atoms and positions in Å:
C (2.072, -0.137, 0.821)  -0.284
C (2.079, 1.201, 0.462)  -0.584
C (0.386, -1.145, 0.004)  0.165
N (0.497, -2.300, 0.021)  -0.354
H (1.806, -0.406, 1.835)  0.221
H (2.748, -0.817, 0.324)  0.228
H (2.742, 1.529, -0.329)  0.232
H (0.738, 1.309, -0.280)  0.466
H (1.830, 1.948, 1.206)  0.231
C (-1.629, 0.132, 0.858)  -0.642
C (-1.549, -0.646, -1.585)  -0.625
C (-0.803, 0.001, -0.424)  0.321
O (-0.223, 1.152, -0.804)  -0.711
H (-2.052, -0.825, 1.155)  0.222
H (-2.434, 0.845, 0.673)  0.223
H (-1.014, 0.522, 1.669)  0.214
H (-0.883, -0.767, -2.435)  0.230
H (-1.945, -1.616, -1.296)  0.225
H (-2.365, 0.019, -1.875)  0.221



two) One molecule with the formula C6H11NO. Source: OMol25; level of theory: ωB97M-V/def2-TZVPD.

Properties
Kohn-Sham gap = 9.3 eV
lowest unoccupied orbital energy = 0.40 eV
charge = 0
structure (SMILES) = C=C(C=O)C[C@H](C)N
HOMO level = -0.3282 Eh

Each line ends with the natural charge from an NBO analysis.
Atoms and positions in Å:
C (-0.107, 0.932, 0.746)  -0.029
C (-0.911, 0.026, -0.203)  -0.479
C (1.046, 0.168, 1.406)  -0.630
C (-0.154, -0.558, -1.350)  -0.096
N (-1.045, 1.525, 1.700)  -0.830
C (-0.233, -2.303, -1.470)  0.426
C (0.751, 0.059, -2.103)  -0.418
O (-0.628, -2.948, -0.565)  -0.484
H (0.308, 1.763, 0.164)  0.177
H (-1.456, 0.798, 2.278)  0.349
H (-0.560, 2.161, 2.325)  0.355
H (-0.166, -2.020, -2.533)  0.183
H (-1.754, 0.609, -0.586)  0.237
H (-1.342, -0.792, 0.387)  0.216
H (1.597, 0.817, 2.088)  0.205
H (1.746, -0.214, 0.664)  0.214
H (0.659, -0.680, 1.975)  0.204
H (1.020, 1.102, -1.985)  0.206
H (1.229, -0.444, -2.937)  0.195



three) One molecule with the formula C6H11NO. Source: OMol25; level of theory: ωB97M-V/def2-TZVPD.

Properties
Kohn-Sham gap = 10.5 eV
lowest unoccupied orbital energy = 0.89 eV
charge = 0
structure (SMILES) = C[C@H](C(N)=O)C1CC1
HOMO level = -0.3517 Eh

Each line ends with the natural charge from an NBO analysis.
Atoms and positions in Å:
C (0.382, -0.700, -0.261)  -0.320
C (0.180, 0.772, -0.574)  -0.222
C (-0.813, 1.600, 0.206)  -0.427
C (-1.047, 1.338, -1.255)  -0.414
C (-0.840, -1.576, -0.536)  -0.602
C (0.882, -0.921, 1.171)  0.687
N (2.050, -0.287, 1.488)  -0.831
O (0.330, -1.637, 2.000)  -0.616
H (1.183, -1.063, -0.921)  0.222
H (1.124, 1.248, -0.824)  0.207
H (2.364, -0.367, 2.447)  0.403
H (2.434, 0.454, 0.921)  0.390
H (-0.908, 2.163, -1.945)  0.216
H (-1.463, 1.106, 0.920)  0.221
H (-0.520, 2.601, 0.502)  0.215
H (-1.880, 0.697, -1.518)  0.220
H (-0.625, -2.627, -0.311)  0.230
H (-1.136, -1.520, -1.589)  0.207
H (-1.698, -1.279, 0.077)  0.214



Which structure is the least stable? The one labeled one).



one) One molecule with the formula C6H11NO. Source: OMol25; level of theory: ωB97M-V/def2-TZVPD.

Properties
Kohn-Sham gap = 9.2 eV
lowest unoccupied orbital energy = 0.88 eV
charge = 0
structure (SMILES) = C=C(CCC=O)NC
HOMO level = -0.3045 Eh

Each line ends with the natural charge from an NBO analysis.
Atoms and positions in Å:
O (-3.746, 0.700, -0.167)  -0.518
C (-2.618, 0.712, 0.261)  0.446
C (-1.549, -0.238, -0.204)  -0.533
C (-0.392, -0.419, 0.814)  -0.450
C (0.815, 0.403, 0.450)  0.199
C (1.269, 1.325, 1.300)  -0.510
C (1.476, -1.111, -1.388)  -0.413
N (1.375, 0.211, -0.814)  -0.620
H (-2.333, 1.431, 1.049)  0.108
H (-2.013, -1.170, -0.502)  0.235
H (-1.110, 0.075, -1.163)  0.254
H (-0.175, -1.493, 0.800)  0.218
H (-0.621, -0.196, 1.853)  0.228
H (2.153, 1.933, 1.138)  0.195
H (0.774, 1.529, 2.236)  0.200
H (2.466, -1.554, -1.269)  0.188
H (0.729, -1.793, -0.984)  0.200
H (1.269, -1.072, -2.465)  0.196
H (2.233, 0.725, -0.947)  0.379



two) C6H11NO as an isolated structure. Source: OMol25; level of theory: ωB97M-V/def2-TZVPD.

Properties
Kohn-Sham gap = 9.1 eV
lowest unoccupied orbital energy = 0.31 eV
charge = 0
HOMO level = -0.3247 Eh

Each line ends with the natural charge from an NBO analysis.
Atoms and positions in Å:
C (1.569, 0.272, 0.545)  -0.268
C (1.498, -0.837, -0.534)  -0.113
C (0.400, -1.582, -0.560)  -0.298
C (-0.665, -1.512, 0.376)  -0.194
C (-1.642, -0.582, 0.388)  -0.247
C (-1.800, 0.455, -0.611)  -0.148
H (1.040, 1.859, -0.560)  0.367
H (2.096, 2.241, 0.452)  0.349
H (0.585, 0.346, 0.944)  0.182
H (2.363, -0.080, 1.343)  0.197
H (2.380, -0.968, -1.210)  0.218
H (0.584, -2.378, -1.257)  0.225
H (-0.941, -2.274, 1.138)  0.224
H (-2.372, -0.492, 1.325)  0.210
H (-2.898, 0.268, -0.852)  0.183
H (-1.258, 0.375, -1.639)  0.204
H (-1.398, 1.518, 1.057)  0.439
N (1.879, 1.519, -0.137)  -0.837
O (-1.421, 1.852, -0.208)  -0.693



three) One molecule with the formula C6H11NO. Source: OMol25; level of theory: ωB97M-V/def2-TZVPD.

Properties
Kohn-Sham gap (alpha / beta) = 7.5 / 7.5 eV
lowest unoccupied orbital energy (alpha / beta) = 0.43 / 0.43 eV
charge = 0
HOMO level (alpha / beta) = -0.2579 / -0.2579 Eh

Each line ends with the natural charge from an NBO analysis.
Atoms and positions in Å:
C (1.762, -0.598, 1.230)  -0.410
C (-0.305, -1.818, 0.628)  -0.431
C (-1.574, 2.279, -0.698)  -0.618
N (0.708, -0.837, 0.251)  -0.368
C (1.050, -0.610, -1.369)  0.499
C (0.246, 0.567, -0.469)  -0.115
C (-1.070, 0.866, -0.675)  -0.325
O (0.712, -1.444, -2.141)  -0.555
H (0.913, 1.360, -0.160)  0.224
H (-1.743, 0.103, -1.047)  0.199
H (2.520, 0.051, 0.791)  0.218
H (1.353, -0.130, 2.130)  0.200
H (2.236, -1.545, 1.493)  0.213
H (-0.924, -1.443, 1.443)  0.208
H (-0.926, -2.034, -0.240)  0.228
H (0.189, -2.742, 0.934)  0.213
H (-0.847, 2.971, -0.265)  0.203
H (-1.797, 2.630, -1.713)  0.205
H (-2.502, 2.374, -0.123)  0.212



Which structure is the least stable? The one labeled two).